[1]
The following is a quantum chemistry calculation of a molecular structure, C37H22Cl4N7O4SV in a non-equilibrium geometry, from the Open Molecules 2025 dataset.

Results
<S²>: 3.7731
Charge: -1
LUMO energy (spin up / spin down) (Ha): 0.0741 / 0.0697
2S+1: 4
Kohn-Sham gap (spin up / spin down) (eV): 5.43 / 6.63

Structure (XYZ):
```
76
Properties=species:S:1:pos:R:3:forces:R:3:lowdin_spin:R:1
Cl 7.3099 -0.0716 -0.7337 -0.024 0.020 -0.007 0.001
C 2.1824 -2.7563 -1.0619 -0.008 0.008 0.173 0.024
Cl 6.4321 1.2818 -3.4967 -0.028 -0.020 0.028 0.000
N 1.5884 1.1208 -1.7315 0.453 0.855 -0.855 0.007
H -4.0042 -3.4100 -1.6667 0.052 0.038 -0.012 0.002
H 0.0449 -2.5213 -2.7935 0.032 -0.006 0.075 -0.001
C 2.0937 -4.8046 0.2308 0.046 0.005 -0.106 0.004
H -3.8010 2.3547 -4.3120 0.026 -0.009 0.013 0.000
H -1.4141 1.1769 3.5623 0.034 0.002 -0.020 0.000
C -1.9712 -3.1043 -2.3676 -0.016 0.035 0.010 0.095
N -3.0708 1.2570 -0.0980 0.082 0.098 0.203 0.054
O 1.8734 3.1753 -2.7506 0.061 0.000 -0.077 0.017
H 5.0184 -0.3834 0.8427 0.030 -0.080 0.171 0.000
C 3.3528 0.3853 -0.2710 0.067 0.151 0.156 0.007
C 4.7025 0.0784 -0.0703 -0.199 0.112 -0.089 0.000
N -0.8526 -1.1567 -1.5446 -0.855 -0.500 -0.303 0.141
C -2.0131 1.2140 -3.9776 0.070 -0.021 0.020 0.000
N 0.3485 0.4800 2.7677 -0.123 0.144 -0.155 0.004
C -0.5301 0.5746 3.7602 0.002 0.010 -0.064 0.000
N 2.2734 0.1778 0.6314 0.806 -0.073 0.694 0.000
C -4.3954 4.0656 1.8924 -0.043 0.005 -0.028 0.003
C -2.7906 2.3571 -3.9216 0.006 -0.020 0.007 0.002
H 2.8485 -5.2024 -0.4383 -0.005 0.011 0.043 0.000
C -1.9310 0.5151 -0.3151 0.064 -0.027 -0.240 0.166
H 0.2169 -5.6653 2.9008 -0.002 0.012 -0.011 0.000
O 3.5332 -0.9337 2.2319 0.151 0.106 -0.168 0.003
C -0.9393 3.4446 -2.8818 -0.044 0.108 0.072 0.003
N -0.7028 0.9650 -0.1050 -1.197 0.823 0.407 0.076
C -3.1199 2.4121 0.6813 -0.047 0.041 0.087 0.008
C 5.2701 0.9281 -2.2470 0.079 0.026 0.013 -0.001
C -4.3403 2.9129 1.1194 -0.007 -0.015 0.019 0.010
Cl -1.0900 -3.1637 2.9720 0.052 0.008 -0.034 0.000
H -5.3561 4.4459 2.2200 0.049 -0.029 -0.010 0.000
C -0.8713 -2.2836 -2.2680 -0.143 0.083 -0.018 0.020
C 3.9397 1.2355 -2.4675 -0.113 0.035 -0.076 0.002
C 0.1475 -3.7820 1.9266 -0.091 0.046 0.005 -0.001
H -2.8044 4.4183 -3.3006 0.012 0.007 0.016 0.000
C 0.7810 -0.7964 5.1900 -0.006 0.036 -0.089 0.000
C -1.9403 3.0897 1.0081 0.071 -0.200 -0.027 0.015
C 5.6481 0.3502 -1.0496 -0.037 -0.006 0.041 0.002
C -0.2457 2.2381 -2.9548 -0.019 -0.251 0.094 0.002
C -2.0263 -0.7643 -0.9397 0.159 0.232 -0.052 0.123
C -3.2249 4.7189 2.2448 0.027 0.013 0.036 0.014
C 0.6099 -5.0512 2.1017 0.072 -0.039 -0.027 0.005
Cl 2.1717 -7.1978 1.4911 -0.034 0.048 0.014 0.000
H 3.6506 1.6898 -3.4023 -0.006 0.002 -0.001 0.000
H -0.4515 4.3006 -2.4370 -0.001 -0.014 -0.039 0.000
S -0.3848 2.5700 0.3752 -0.093 0.150 -0.056 0.018
C 1.6952 -0.9025 4.1575 0.036 -0.151 0.098 0.001
H -2.4032 0.2992 -4.4184 0.025 0.047 0.025 0.000
H -4.0572 -1.2975 -0.4043 -0.002 -0.007 0.034 0.001
C -0.3640 -0.0399 4.9915 -0.028 0.018 0.032 0.001
H 2.9346 -3.2823 -1.6611 0.071 -0.066 -0.056 0.000
O 1.9047 -1.6014 -1.3986 0.669 -1.078 -0.771 0.014
C 0.6283 -2.9146 0.8832 -0.021 0.000 -0.061 0.008
H 0.9560 -1.2968 6.1337 0.010 -0.023 0.015 0.000
C -2.0027 4.2204 1.8087 -0.005 0.083 0.037 0.001
C 1.6257 -3.4895 0.0292 -0.065 0.057 0.102 0.004
C 1.5995 -5.5653 1.2423 -0.009 -0.090 0.061 0.001
C 1.4402 -0.2462 2.9553 -0.119 0.026 -0.120 0.001
H -1.9204 -4.0103 -2.9540 0.011 0.013 -0.015 0.006
H 2.6036 -1.4817 4.2487 -0.042 0.048 0.007 0.000
C -2.2325 3.5003 -3.3602 0.000 0.000 -0.007 0.000
O 0.1681 -1.7431 0.7633 0.158 -0.172 0.254 0.017
C 2.5068 -0.3578 1.8707 0.197 0.024 -0.353 0.004
H -3.2571 5.6066 2.8654 0.009 -0.032 -0.054 0.001
C -3.1723 -1.5800 -0.9606 -0.037 0.026 -0.162 0.043
C 2.9745 0.9637 -1.5099 0.026 0.029 0.260 0.003
C 1.1867 2.1975 -2.4554 0.139 -0.108 0.212 0.012
C -3.1410 -2.7539 -1.6609 -0.043 -0.075 -0.043 0.061
H -5.2547 2.3957 0.8432 0.046 0.005 0.033 0.000
H -1.0782 4.7239 2.0746 -0.065 -0.045 0.005 0.000
N -0.7656 1.1484 -3.5065 -0.049 -0.146 0.026 0.004
H -3.9415 0.8114 -0.3153 -0.107 -0.003 -0.064 0.001
V 0.7132 -0.2668 -0.5758 -0.214 -0.320 0.720 1.988
H -1.1123 0.0770 5.7673 0.045 -0.018 -0.048 0.000
```
Forces are in eV/Å.

[2]
The following is a quantum chemistry calculation of a molecular structure, C37H22F18GeN6O2PdS2, from the Open Molecules 2025 dataset.

Results
LUMO energy (Ha): -0.0146
Kohn-Sham gap (eV): 7.50

Structure (XYZ):
```
89
Properties=species:S:1:pos:R:3:forces:R:3:mulliken_charge:R:1
C 1.3949 6.1200 -0.5471 -0.010 -0.022 0.003 0.818
C 4.7070 -2.9145 -0.2196 0.063 0.062 -0.013 -0.538
C 2.9177 -3.4519 -1.7359 -0.009 -0.353 0.416 -0.805
H -6.6159 1.4993 0.4889 -0.004 0.000 -0.007 0.166
C 0.6995 3.9782 0.2496 -0.085 0.056 0.049 -0.131
C -0.6737 1.6251 -4.3730 0.031 0.105 -0.049 0.518
C 1.8957 -0.4777 -2.7917 0.072 0.043 -0.092 0.865
C -0.9029 1.9167 -3.0394 -0.040 -0.105 0.030 -0.465
O -1.2691 -1.7110 2.5333 -0.133 -0.239 0.224 -0.420
H -0.1691 -4.8341 5.1461 -0.040 0.011 -0.018 0.412
F 6.0037 -5.0351 -4.1220 0.004 -0.011 0.009 -0.253
N -7.0657 0.7931 1.0435 0.040 0.007 0.009 -0.356
C -2.8413 2.3973 -5.0243 0.007 -0.002 -0.015 0.781
H -1.7421 0.1479 4.5107 0.006 0.013 -0.005 0.368
C 1.2713 -1.4241 4.1511 -0.105 -0.077 0.050 0.598
N -5.0190 -0.1818 1.5513 0.157 -0.145 0.143 0.209
C 3.0101 -1.1213 -3.2910 0.026 0.286 -0.124 0.190
C 5.9777 -5.3552 -2.8139 -0.021 0.031 0.027 0.857
C 3.3783 -2.7493 -0.6176 -0.047 -0.155 0.059 1.281
C 0.9497 -3.7343 3.6874 -0.097 -0.086 0.044 0.037
F 7.2480 -5.3375 -2.3761 -0.012 -0.010 -0.013 -0.296
C 5.0857 -4.4374 -2.0317 -0.045 0.004 -0.032 0.332
S 1.9444 0.0639 3.6153 -0.268 -0.290 -0.035 -0.516
C 1.4800 5.5936 -1.8237 -0.006 -0.022 0.016 0.047
H -3.1238 2.5920 1.9295 -0.046 0.025 -0.016 0.296
F 1.6922 7.3968 -0.3273 0.003 0.011 0.001 -0.306
C 3.7659 -4.2852 -2.4393 0.045 -0.164 0.153 -0.615
H -7.9451 -1.3051 2.1804 -0.002 0.004 0.005 0.174
F -2.4378 2.8407 -1.4868 0.028 -0.013 0.002 -0.317
F 0.9204 5.8033 1.7340 0.001 -0.005 0.003 -0.306
C -3.3483 1.1862 3.5786 -0.092 -0.129 -0.002 -1.169
H 1.8860 -3.3364 -2.0418 0.028 -0.013 0.030 0.513
H -6.3951 -1.9527 2.5938 0.003 0.001 0.012 0.202
C -1.6161 1.8528 -5.3629 -0.021 0.014 0.037 0.084
N -0.9919 1.0473 2.8052 0.123 -0.071 -0.089 -0.200
C 1.7628 -1.1363 0.7257 -0.099 0.140 -0.156 -1.865
F -1.3527 1.5639 -6.6367 0.008 -0.008 -0.010 -0.301
H -0.5141 -2.7549 6.5147 0.032 -0.011 0.018 0.407
N 0.5620 -1.5394 5.2821 0.130 0.033 0.032 -0.507
C 2.4960 -1.8807 0.1060 0.093 -0.066 0.231 0.735
H -4.7493 2.4274 2.5458 0.021 0.027 0.014 0.408
C -2.1326 2.4834 -2.7499 -0.070 -0.025 -0.011 0.178
C 4.2632 -0.5916 -3.0330 -0.033 0.049 -0.056 0.459
F 5.5861 1.0791 -2.0425 -0.002 -0.001 0.009 -0.340
C -3.8505 1.8577 2.2907 0.019 0.080 0.038 -0.522
F 5.5574 -6.6373 -2.7458 0.011 0.005 -0.007 -0.265
H 5.0711 -2.3643 0.6382 -0.008 -0.004 0.002 0.535
C 4.3784 0.5737 -2.2991 0.012 -0.054 0.015 0.193
F -4.2813 3.2571 -3.3704 0.000 0.000 0.005 -0.320
C 3.2344 1.2053 -1.8394 0.014 -0.028 0.057 0.498
F 0.5052 1.1438 -4.7815 0.041 -0.061 0.081 -0.294
C -6.3203 -0.1908 1.5831 -0.075 -0.062 0.006 0.814
C -2.0847 0.3207 3.4854 -0.005 0.129 0.021 0.215
C -2.2761 -1.1409 2.9665 0.054 0.082 -0.140 0.333
N 1.4581 -2.5408 3.3846 0.108 0.162 -0.199 0.221
F 0.3367 3.2498 1.3145 -0.115 -0.165 0.091 -0.048
H -4.1361 0.5609 4.0031 0.002 0.032 -0.001 0.376
C 0.7528 3.4156 -1.0094 0.017 -0.073 0.075 -0.321
F 0.7034 -1.0364 -3.0388 -0.040 0.029 -0.016 -0.489
S -0.8707 0.2565 -0.2292 0.166 -0.115 0.412 -0.554
H -4.5955 1.4551 0.2853 0.001 0.017 0.014 0.384
H -4.4966 -0.8892 2.1357 0.059 -0.041 0.078 0.308
Pd 0.4773 -0.0735 1.7203 0.233 0.401 -0.439 0.059
C 0.0750 -2.7242 5.6037 -0.072 0.002 0.043 -0.082
H -0.5010 1.6428 3.4639 0.014 0.013 0.002 0.290
N -6.9474 -1.2125 2.1931 0.032 0.001 -0.030 -0.394
H 6.5852 -3.8706 -0.6100 0.001 0.010 -0.001 0.453
F 3.4129 2.3265 -1.1245 -0.024 0.011 -0.024 -0.348
C 5.5567 -3.7533 -0.9215 0.008 0.015 0.012 -0.764
C 1.0040 5.3053 0.4987 0.014 0.027 -0.033 -0.172
C -3.1018 2.7209 -3.7063 0.001 0.009 0.003 -0.100
H -3.2427 0.4711 0.7475 -0.061 -0.005 -0.010 -0.245
O -3.4285 -1.6432 3.1132 -0.269 0.191 -0.154 -0.995
C 1.9678 0.7094 -2.0802 -0.052 -0.046 -0.167 -0.386
F 5.3509 -1.2028 -3.4908 0.000 -0.020 0.023 -0.401
F 2.8960 -2.2308 -4.0215 -0.073 0.288 -0.432 -0.421
H 1.1210 -4.5259 2.9715 0.002 0.015 -0.003 0.430
H 1.8828 -2.3848 2.4585 0.028 -0.003 0.097 -0.220
C -4.1615 0.9182 1.1316 0.090 -0.066 -0.007 -0.573
F -3.7585 2.6214 -5.9622 -0.009 0.000 -0.004 -0.308
H -8.0532 0.6685 0.9160 -0.001 -0.004 0.002 0.219
C 0.2471 -3.8851 4.8509 0.079 0.041 -0.064 -0.665
Ge 0.2942 1.5421 -1.4926 0.076 0.199 -0.162 1.441
H -3.1622 1.9869 4.2986 -0.006 0.002 0.024 0.504
H -1.3565 1.6371 2.0652 -0.009 0.050 -0.022 0.080
F 1.3186 3.7897 -3.2728 -0.033 -0.039 0.001 -0.370
H 3.4040 -4.8175 -3.3097 0.011 0.019 -0.001 0.419
F 1.8773 6.3650 -2.8348 0.001 0.010 -0.020 -0.304
C 1.1640 4.2626 -2.0250 0.122 0.044 -0.049 0.564
```
Forces are in eV/Å.

Calculated total energy: -143965.6646 -182342.3896 (eV)
Energy above the lowest of the compared OMol25 structures with the same formula, charge and spin: 14.46 7.20 (kcal per mole)